Record 1
This record from the Open Molecules 2025 dataset describes a molecular structure, C29H35Cl2N3O4S2Zr. The level of theory is ωB97M-V/def2-TZVPD.

```
76
Properties=species:S:1:pos:R:3:forces:R:3
H 3.8837 -2.0825 -1.0929 0.0 0.0 0.0
H 0.2280 -2.9427 0.6152 0.0 0.0 0.0
H 2.5582 -2.4573 2.2109 0.0 0.0 0.0
H -2.5855 -3.7592 -1.9371 0.0 0.0 0.0
H -5.6325 0.9509 2.2862 0.0 0.0 0.0
O -0.8667 0.5492 -1.6920 -0.1 0.1 0.0
H 3.7808 -0.8722 2.2933 0.0 0.0 0.0
C -0.0541 -0.0355 -2.4793 0.1 0.0 0.1
H -4.5006 -2.5073 2.9973 0.0 0.0 0.0
C -4.1172 -1.9180 0.4396 0.0 0.0 0.0
N -4.2449 -0.4128 3.1169 0.0 0.0 0.0
H -1.8295 1.4400 -3.8534 0.0 0.0 0.0
C -2.7246 -3.0562 -1.1264 0.0 0.0 0.0
H 0.8258 4.5220 -2.5503 0.0 0.0 0.0
C -1.7361 -1.4038 0.4186 0.2 -0.1 -0.1
C -5.6479 -0.0155 2.7833 -0.1 0.0 0.0
H 0.2348 0.4645 2.8561 0.0 0.0 0.0
Cl -3.5192 3.6738 0.8565 0.0 0.0 0.0
H -0.6946 -2.5180 -1.1288 0.0 0.0 0.0
H 1.5657 -1.1828 -4.2267 0.0 0.0 0.0
H -5.1159 -1.7417 0.8117 0.0 0.0 0.0
H 2.4514 0.6404 3.6917 0.0 0.0 0.0
H -1.2045 5.9523 -2.7078 0.0 0.0 0.0
C -1.5319 1.5115 -7.9791 0.0 0.0 0.0
H -6.1056 -0.7578 2.1414 0.0 0.0 0.0
H -2.2790 -0.0277 2.5550 0.0 0.0 0.0
C -3.2150 -0.1625 2.0172 0.0 0.0 0.1
H 1.5151 -0.9589 -6.7219 0.0 0.0 0.0
C -3.0274 -1.2207 0.9543 0.0 0.1 0.0
C -1.1129 1.0320 -5.8360 0.1 0.0 0.0
C 1.4757 -2.5237 2.1570 0.0 0.0 0.0
H 1.2832 -1.4774 4.0260 0.0 0.0 0.0
N 1.0584 -2.3714 0.7437 0.0 0.0 0.0
C -1.1513 5.1600 -1.9746 0.0 0.0 0.0
H -3.1382 -1.9772 4.0010 0.0 0.0 0.0
H -4.8428 -3.3675 -0.9604 0.0 0.0 0.0
H 2.0179 1.6330 2.2980 0.0 0.0 0.0
C 0.8005 -0.4504 -6.0916 0.0 0.0 0.0
S 3.0121 -0.2293 0.1021 0.0 0.0 0.1
N 0.9351 -0.1228 2.4088 -0.1 -0.1 0.0
C 0.8348 -1.4620 3.0281 0.0 0.0 0.0
H -3.1128 5.5424 -1.1802 0.0 0.0 0.0
C -3.9759 -2.8413 -0.5847 0.0 0.0 0.0
C 0.8173 -0.5684 -4.7065 0.0 0.0 0.0
H -0.2295 -1.6802 3.1347 0.0 0.0 0.0
H -1.2409 2.4483 -8.4515 0.0 0.0 0.0
H 1.2155 -3.5156 2.5324 0.0 0.0 0.0
C 0.0190 3.3701 -0.9419 0.1 -0.2 0.2
O 0.8570 -0.7463 -1.8819 0.0 0.0 0.0
Zr 0.1861 -0.1518 0.0875 -0.1 0.0 0.1
C 3.3499 -1.9989 -0.1481 0.0 0.0 0.0
C -2.1511 3.9211 -0.1818 0.1 0.0 0.0
H 4.2121 0.7753 1.9066 0.0 0.0 0.0
Cl 1.4608 2.3549 -0.8661 -0.2 0.2 -0.1
S -0.9206 1.8711 1.1857 0.3 0.0 -0.1
O -0.3938 0.6377 -7.9213 0.0 0.0 0.0
H -3.9608 0.2405 3.8466 0.0 0.0 0.0
H 2.3697 -3.8988 0.0461 0.0 0.0 0.0
C -1.1141 0.9248 -4.4785 -0.1 0.0 0.0
C -1.0242 3.1071 -0.0523 0.0 0.1 -0.2
C -0.0154 4.3676 -1.8893 0.0 0.1 -0.1
C -4.1695 -1.7729 3.7229 0.0 -0.1 0.0
C -0.1175 0.0977 -3.9151 0.1 0.0 0.0
C -2.2197 4.9365 -1.1241 0.0 0.0 0.0
H 1.6683 -2.8515 -1.1894 0.0 0.0 0.0
C -0.1774 0.3586 -6.6267 -0.1 0.0 0.1
C 3.4007 0.0504 1.8614 0.0 0.0 0.0
O -1.9409 1.7560 -6.6314 0.0 0.0 0.0
C 2.0924 -2.8668 -0.1881 0.0 0.0 0.0
C -1.6443 -2.3406 -0.6253 -0.1 -0.1 0.0
H 4.0502 -2.3048 0.6278 0.0 0.0 0.0
H -6.2143 0.0527 3.7094 0.0 0.0 0.0
C 2.2085 0.6092 2.6256 0.0 0.0 -0.1
H -3.4764 0.8071 1.5924 0.0 0.0 0.0
H -4.8055 -1.8016 4.6042 0.0 0.0 0.0
H -2.3351 1.0173 -8.5248 0.0 0.0 0.0
```
Positions in Å, forces in eV/Å.

Results
Energy above the lowest of the compared OMol25 structures with the same formula, charge and spin (kJ/mol): 37.2
Charge: +2
HOMO level (eV): -12.490
F_max (eV Å⁻¹): 0.3

Record 2
This record from the Open Molecules 2025 dataset describes a molecular structure, C37H47BN12O6S5SeSr in a non-equilibrium geometry. The level of theory is ωB97M-V/def2-TZVPD.

```
110
Properties=species:S:1:pos:R:3:forces:R:3
H 2.2908 6.8541 -4.4730 0.0 0.0 0.0
C 4.9152 -1.4596 2.9287 0.1 -0.1 -0.1
N 0.2624 -0.8139 -4.7630 -0.1 0.0 0.2
N 0.7898 -1.7993 3.6675 -0.4 -0.4 0.4
C -2.2549 1.0452 -3.9781 -0.1 -0.2 -0.1
C 0.8253 3.3908 -3.5902 0.2 0.0 -0.1
C -0.7816 -3.4115 0.8653 0.2 0.1 0.0
H 4.4856 -1.9412 2.0522 0.0 0.0 0.0
H 2.7462 -0.4326 5.8732 0.0 0.0 0.1
C 1.0380 -1.4728 4.9768 0.3 0.2 0.2
H 3.3740 1.6348 2.6794 -0.1 0.1 0.0
H 2.0904 2.6040 -5.0947 0.0 0.1 -0.1
H 0.8195 -4.3917 -2.8876 0.0 0.0 -0.1
O 1.5999 4.8895 -0.0704 0.5 0.6 -0.4
H 3.4143 0.7562 -1.9112 0.0 0.0 0.1
H -4.1534 0.3781 0.4321 0.1 0.0 0.0
H 3.5047 0.4250 1.4013 0.0 0.0 0.0
H 0.6971 -3.1069 -1.6721 0.0 -0.2 0.0
S -1.4949 -2.0703 0.1417 -0.3 0.3 -0.2
C -0.2147 -6.4286 -1.3089 0.1 -0.1 -0.1
C 1.8783 5.8823 -4.2281 0.0 0.0 0.1
H 0.6012 -4.9707 3.3399 0.0 -0.1 0.1
C -3.2898 2.3751 2.1571 0.1 0.0 0.0
H -2.5637 -4.9365 -1.2676 0.0 -0.1 0.0
C -3.9165 -1.3084 2.9920 0.2 -0.2 0.1
N -0.3807 -4.5800 0.2706 -0.2 -0.1 -0.3
O 1.7983 2.6914 -1.0737 1.5 0.8 0.7
H -2.7672 -0.5415 -2.5779 -0.1 0.2 0.0
H -1.8562 -3.5015 -1.9914 0.1 0.1 0.0
H 0.7264 -6.3054 0.9551 0.0 -0.1 0.0
Se -0.3995 -1.1236 -3.1375 0.3 0.2 0.4
H 0.8005 -6.7480 -1.0728 0.0 0.0 0.0
O 3.4511 3.4970 0.5589 0.3 0.4 0.1
O -1.6761 5.5550 -1.6963 0.0 0.3 0.3
H 4.9996 -2.1945 3.7309 0.0 0.0 0.1
C 0.7813 -4.1869 -1.8165 0.0 0.1 -0.1
C 2.2311 -0.8573 5.0379 -0.3 0.0 -0.1
H 3.7494 3.9759 -6.0986 -0.1 0.0 0.0
H -4.0479 3.1069 1.8638 0.1 0.1 0.0
H 3.9229 5.5983 -5.7936 -0.1 0.0 0.0
H 4.9656 1.1438 2.0989 0.0 0.1 -0.1
S -0.7346 4.4810 -1.5839 -0.2 -1.2 1.0
C 0.4320 4.5240 -2.9018 0.0 0.0 0.1
Sr 0.3091 1.1893 -0.2545 -0.6 -4.0 1.7
H 4.0790 1.1473 5.0231 -0.1 0.1 0.0
H 5.9121 -1.0988 2.6757 0.1 0.0 0.0
C 1.8828 0.0177 -3.1963 -0.2 -0.1 0.2
H 1.7146 -4.5146 -1.3564 0.0 0.0 0.0
C -2.9895 -2.2439 3.2537 -0.2 0.3 0.0
C -1.9096 -0.3069 3.0230 0.2 0.2 0.0
H -0.4089 -6.6998 -2.3452 0.0 0.0 0.0
C 4.6942 0.3493 4.6114 0.1 0.0 0.0
H 0.4491 2.4075 -3.3496 0.0 0.0 0.0
C -2.1491 2.3782 -3.9604 -0.2 -0.1 0.0
H 4.9511 1.3720 -3.7531 0.0 0.0 0.0
N -1.7776 1.0104 -1.5403 0.0 0.4 -0.9
S 1.9202 -1.5892 1.2203 0.2 0.1 -0.2
O 0.2339 5.2343 -0.3823 -0.3 -0.1 0.4
N -1.0461 3.1487 -0.7169 -0.8 0.5 -2.0
C 4.0543 -0.2879 3.3769 -0.1 0.0 0.3
C -4.8397 0.7162 1.2089 -0.1 0.1 -0.1
C -4.0605 1.0983 2.4709 0.1 -0.2 -0.1
C 0.2144 -4.7125 2.3739 0.1 0.0 -0.2
C -2.0245 0.2439 -2.7554 -0.1 0.1 0.3
H 2.0359 0.0095 -6.6042 0.0 0.0 0.0
N -0.4358 -3.5171 2.1718 0.1 -0.1 0.4
H 0.6266 6.6490 -2.6650 -0.1 0.0 0.1
H -5.6591 2.2210 3.3727 0.0 0.0 0.0
C 1.4706 -0.1939 -4.5549 0.2 0.1 0.0
H -4.4474 1.6448 4.5250 0.0 0.0 0.0
C 1.8097 -1.3867 2.8993 0.1 0.1 -0.4
C 3.9574 0.7922 2.3165 0.1 0.1 -0.1
H 0.3245 -1.6765 5.7512 -0.1 -0.1 0.1
B -0.5175 -2.5477 3.3796 -0.2 0.0 -0.2
C -1.6561 2.3059 -1.7273 0.0 0.6 0.7
C 0.9420 5.7739 -3.2110 0.2 -0.1 -0.2
H -3.0874 -3.3019 3.3987 0.0 -0.1 0.0
C -5.0114 1.3825 3.6304 -0.1 0.0 0.1
N 3.2619 4.8475 -5.9370 0.1 0.0 0.0
C 2.3437 0.1788 -5.5780 -0.1 -0.1 -0.1
H -5.5776 -0.0674 1.3874 0.0 0.0 0.0
S -0.6649 0.8589 3.0131 -0.2 0.0 -0.2
C 2.3084 4.7473 -4.9120 0.0 0.0 0.0
C 0.2776 -5.3662 1.2021 -0.1 0.1 0.2
H 4.2723 0.9812 -6.1051 0.0 0.0 0.0
C 3.9844 0.9404 -3.9809 -0.1 -0.1 0.0
C 3.1194 0.5878 -2.9380 0.2 0.0 0.0
H 4.9057 -0.3765 5.3988 0.0 -0.1 0.0
N -1.9017 3.0609 -2.7889 -0.1 0.3 -0.4
H -2.4598 0.5374 -4.9114 0.1 -0.1 0.0
S 2.0779 3.3434 0.2245 -1.5 0.4 -0.7
C 1.7619 3.5052 -4.5939 0.0 0.0 0.0
H -5.3640 1.5983 0.8398 -0.1 0.0 0.0
N 1.0003 -0.3973 -2.1929 -0.4 0.0 -0.9
C -0.3975 -4.9148 -1.1760 0.2 0.1 0.2
O 1.1759 2.8351 1.2593 1.2 0.5 0.0
H -0.6713 -3.2799 4.3477 -0.2 0.1 -0.1
N -1.7594 -1.6294 3.2759 0.1 -0.2 0.0
H -0.9099 -6.9796 -0.6742 -0.1 0.0 0.0
H -5.6430 0.5242 3.8626 0.0 0.0 0.0
C -1.7212 -4.5648 -1.8526 -0.1 -0.1 0.0
H -2.5979 2.2694 1.3284 0.0 -0.1 -0.1
N -3.2526 -0.0998 2.8515 -0.1 0.2 -0.2
N 2.7080 -0.7893 3.7387 0.3 0.1 0.1
C 3.5964 0.7284 -5.2930 0.2 -0.1 0.0
H -2.2740 2.9676 -4.8604 0.0 0.1 0.0
H -1.7265 -5.0549 -2.8276 -0.1 0.0 -0.1
H -4.9795 -1.3958 2.8861 0.0 0.0 0.0
H -2.7232 2.7567 3.0004 0.0 0.0 0.1
H 5.6415 0.7862 4.2957 0.0 0.0 0.0
```
Positions in Å, forces in eV/Å.

Results
Energy above the lowest of the compared OMol25 structures with the same formula, charge and spin (kJ/mol): 720.4
Charge: -2
HOMO level (eV): -0.685
F_max (eV Å⁻¹): 4.3

Record 3
This record from the Open Molecules 2025 dataset describes C5H9O2P in the gas phase in a non-equilibrium geometry. The level of theory is ωB97M-V/def2-TZVPD.

```
17
Properties=species:S:1:pos:R:3:forces:R:3
C 1.9573 -0.9197 0.3767 2.2 -2.0 1.6
C 1.8966 0.2209 -0.5045 -1.8 2.0 -1.8
H 0.9321 2.0359 -0.5716 0.1 3.0 -1.8
H -1.3929 1.1309 -0.8925 -2.6 1.7 -0.2
O -1.9629 -2.0102 -0.9812 -1.0 -0.8 -0.8
H -1.2702 0.2309 1.8874 0.0 -1.1 -0.3
H 0.3592 1.3115 0.7450 0.3 -0.1 2.4
O 2.8357 -1.6905 0.6413 -1.2 1.1 -0.6
C -0.6382 0.4493 -0.8999 4.7 -0.8 -1.1
H -0.1974 0.3247 -1.9355 -1.4 -0.4 0.7
H 1.9017 -0.1051 -1.5883 -0.5 -0.2 1.0
P -1.1275 -1.1615 -0.1228 0.8 1.5 0.6
H -2.7491 0.0297 1.1878 -1.3 -0.5 0.0
H -1.9441 -1.3520 2.0549 -1.0 -3.4 3.1
C 0.6455 1.1267 -0.2353 -1.2 -4.5 -1.0
H 2.6631 0.9622 -0.6015 1.6 -0.2 1.0
C -1.9090 -0.5836 1.4402 2.3 4.6 -2.9
```
Positions in Å, forces in eV/Å.

Results
Energy above the lowest of the compared OMol25 structures with the same formula, charge and spin (kJ/mol): 0.0
Charge: 0
HOMO level (alpha / beta) (eV): -7.397 / -10.383
F_max (eV Å⁻¹): 5.9
Spin multiplicity: 3

Record 4
This record from the Open Molecules 2025 dataset describes C2Cl3F3 in the gas phase. The level of theory is ωB97M-V/def2-TZVPD.

```
8
Properties=species:S:1:pos:R:3:forces:R:3
Cl 0.6452 -1.8187 -0.8843 0.0 0.0 0.1
Cl 1.4860 -0.3475 1.4726 -0.1 -0.1 -0.1
C -0.1826 0.7107 -0.3771 0.2 -0.6 0.2
Cl -1.2724 -1.1955 1.2028 0.0 0.0 0.0
F -1.1831 0.5209 -1.2413 0.2 0.2 0.2
C 0.1631 -0.6484 0.3426 -0.1 0.5 -0.2
F 0.8876 1.1552 -1.0396 -0.3 0.0 0.1
F -0.5437 1.6232 0.5244 0.0 -0.1 -0.2
```
Positions in Å, forces in eV/Å.

Results
Energy above the lowest of the compared OMol25 structures with the same formula, charge and spin (kJ/mol): 0.3
SMILES string: FC(F)(F)C(Cl)(Cl)Cl
Charge: 0
HOMO level (eV): -11.529
F_max (eV Å⁻¹): 0.6

Record 5
This record from the Open Molecules 2025 dataset describes 2 unconnected molecules or ions with the total composition C4H11NO2 in a non-equilibrium geometry. The level of theory is ωB97M-V/def2-TZVPD.

```
18
Properties=species:S:1:pos:R:3:forces:R:3
O -1.0038 2.6790 -0.6607 -0.1 0.6 0.5
H -1.0954 -2.6737 0.3605 0.1 -0.1 -0.1
H -0.2428 -2.2682 1.8261 0.2 -0.1 0.1
N -0.6770 0.6038 -1.5365 0.1 0.4 0.1
H 0.6137 -3.0904 0.4688 -0.1 -0.2 0.4
H 1.0461 -1.2542 -0.6454 -0.6 0.5 -0.5
C -0.6564 1.9716 -1.5661 0.4 -1.1 -0.8
C 0.2823 -1.0026 0.0985 0.2 -1.0 0.9
H -1.8144 -0.7136 -0.3565 -0.2 0.0 -0.1
H -0.2535 0.1019 -2.2981 0.0 0.1 -0.1
O 1.9342 2.1984 1.8720 -0.3 -0.5 -0.5
C -0.1290 -2.3441 0.7492 -0.3 0.1 -0.7
H -0.2593 2.3267 -2.5354 -0.2 0.2 0.1
H -1.0039 0.6312 0.4749 -0.5 0.0 -0.1
H 0.8453 -0.5241 0.8897 0.3 0.6 0.0
H 1.8771 1.2690 2.1349 0.1 0.3 0.1
C -0.9064 -0.1210 -0.3071 0.8 0.0 0.2
H 1.4432 2.2103 1.0312 0.2 0.2 0.4
```
Positions in Å, forces in eV/Å.

Results
Energy above the lowest of the compared OMol25 structures with the same formula, charge and spin (kJ/mol): 84.1
SMILES string: CCCNC=O.O
Charge: 0
HOMO level (eV): -10.072
F_max (eV Å⁻¹): 1.4

What is the charge in the third record? 0

Which of these has the lowest energy above the lowest of the compared OMol25 structures with the same formula, charge and spin? C5H9O2P

What is the formula in the second record? C37H47BN12O6S5SeSr